181
Properties=species:S:1:pos:R:3:forces:R:3 method="wB97M-V/def2-TZVPD" e_homo_ha=-0.34907 spin_multiplicity=1
C -4.2351 -1.1619 8.1052 0.426 0.660 0.607
O -4.6851 0.0033 7.3904 -0.204 -0.218 0.000
P -5.1780 -0.1116 5.8860 -0.605 -0.584 -0.629
O -4.9569 -1.4233 5.2633 0.343 0.094 0.286
O -6.7131 0.2940 5.8845 0.276 0.706 -0.379
C -7.6455 -0.3638 6.7277 0.055 0.024 0.825
O -4.5059 1.1310 5.1685 -0.650 -0.178 0.291
C -3.0845 0.9974 5.0610 0.740 0.392 -0.550
H -4.8772 -1.3261 8.9711 -0.327 -0.163 -0.287
H -3.2746 -0.8757 8.5382 0.156 -0.282 -0.263
H -4.1598 -2.0259 7.4531 -0.034 -0.038 0.010
H -8.1147 -1.2444 6.2889 0.342 0.016 -0.309
H -8.4326 0.3449 6.9841 0.102 0.072 -0.111
H -7.1323 -0.6405 7.6540 -0.258 -0.135 0.004
H -2.6141 1.2038 6.0235 -0.035 -0.371 0.044
H -2.7047 1.7485 4.3674 -0.399 0.101 -0.046
H -2.8265 0.0269 4.6330 0.110 -0.087 0.361
C -6.6203 2.7124 2.0772 0.171 -0.667 -0.425
O -6.0553 3.9579 2.4677 0.299 -0.070 0.280
P -4.5978 4.4318 1.9851 -0.462 -0.480 0.817
O -3.4959 3.4675 2.0059 -0.333 -0.088 -0.128
O -4.3607 5.6088 3.0137 -0.001 0.100 -0.611
C -5.3293 6.6474 3.1876 -0.290 0.407 -0.067
O -4.8995 5.0727 0.5686 0.390 0.425 0.203
C -5.1552 4.2524 -0.5781 0.066 -0.142 0.001
H -7.6845 2.8201 1.8713 0.075 0.346 -0.059
H -6.5258 1.9374 2.8399 0.266 0.298 0.225
H -6.1086 2.3504 1.1832 -0.203 -0.154 -0.018
H -6.2852 6.3649 2.7518 0.002 0.053 -0.032
H -4.9651 7.5666 2.7300 0.033 -0.091 -0.150
H -5.4843 6.8516 4.2450 0.192 -0.306 0.083
H -4.7173 4.7617 -1.4310 -0.224 0.075 -0.089
H -6.2319 4.1217 -0.6719 -0.014 0.124 -0.219
H -4.6940 3.2652 -0.5135 0.146 0.080 0.247
C -1.5226 1.6825 -5.8528 -1.025 -0.228 0.244
O -1.5064 2.3483 -4.5689 0.786 -0.093 -0.139
P -0.1841 2.0962 -3.7061 -0.621 0.179 0.089
O 0.3306 0.7269 -3.7836 0.321 0.149 -0.078
O -0.5886 2.4761 -2.2316 -0.088 -0.112 -0.778
C -1.1131 3.7473 -1.8674 0.427 0.589 1.548
O 0.7420 3.2853 -4.2337 -0.143 -0.350 0.381
C 1.8640 3.6334 -3.4174 1.031 0.383 0.215
H -1.9499 2.3594 -6.5888 0.262 0.192 0.022
H -2.2220 0.8514 -5.7455 0.189 -0.149 -0.131
H -0.5535 1.2995 -6.1578 0.103 0.146 0.036
H -1.0655 4.5560 -2.5960 -0.193 -0.490 -0.528
H -0.4870 4.1068 -1.0455 -0.006 -0.095 -0.025
H -2.1001 3.6016 -1.4307 -0.171 0.054 -0.412
H 2.0522 4.7036 -3.4941 -0.349 0.016 -0.089
H 2.7795 3.1411 -3.7531 -0.232 -0.263 -0.137
H 1.7272 3.4076 -2.3587 -0.251 -0.096 -0.071
C 7.9238 2.7682 -1.7535 -0.082 0.175 -0.819
O 7.0324 1.7240 -1.3597 -0.082 0.494 0.248
P 5.9606 1.7736 -0.2063 -0.516 -0.486 0.756
O 5.0172 0.6578 -0.2825 0.139 0.308 -0.154
O 6.7604 1.7033 1.1727 0.233 0.191 -0.426
C 7.6108 2.7609 1.6377 -0.716 -0.310 1.028
O 5.3679 3.2514 -0.2214 0.497 -0.203 -0.799
C 4.2674 3.6275 0.6177 -0.090 0.097 -0.058
H 8.9415 2.3847 -1.7515 -0.018 -0.066 0.109
H 7.8718 3.6907 -1.1783 -0.232 -0.200 0.289
H 7.6433 3.0272 -2.7754 0.179 0.017 -0.016
H 8.2445 2.2767 2.3767 0.378 0.164 -0.214
H 6.9898 3.4649 2.1963 0.042 0.193 -0.176
H 8.1722 3.2991 0.8825 0.080 -0.258 -0.174
H 4.2970 3.0306 1.5289 -0.151 0.193 0.137
H 3.3069 3.5045 0.1190 0.138 -0.375 -0.145
H 4.3795 4.6955 0.7964 0.116 -0.071 0.296
C 2.3834 8.7586 -0.2967 0.482 0.625 -1.010
O 1.2573 8.2276 0.3825 -0.111 -0.352 0.340
P 0.9467 6.6751 0.2961 0.169 -0.524 0.532
O 1.4544 5.9913 -0.8969 -0.523 0.203 -0.139
O 1.5837 6.1047 1.6380 0.228 0.622 0.432
C 1.4410 4.7355 1.9959 -1.019 -0.999 -0.767
O -0.6156 6.5790 0.5650 0.662 0.093 -0.441
C -1.1649 6.8548 1.8600 -0.219 0.063 0.109
H 2.2246 9.8261 -0.4497 -0.218 -0.043 0.237
H 2.4756 8.3226 -1.2931 -0.017 -0.179 0.126
H 3.3394 8.6500 0.2172 -0.251 -0.321 0.363
H 1.2567 4.1123 1.1150 0.698 0.001 -0.112
H 0.5184 4.5095 2.5437 0.156 0.643 0.489
H 2.3056 4.4021 2.5583 0.083 0.122 -0.032
H -1.3096 7.9253 2.0095 -0.113 0.016 -0.259
H -0.5224 6.5135 2.6698 0.028 -0.201 -0.139
H -2.1066 6.3167 1.8681 -0.079 0.120 0.258
C 3.4512 -1.7817 -3.4618 0.394 1.449 -0.468
O 4.4793 -2.7504 -3.6383 -0.223 -1.124 -0.209
P 5.5553 -2.6651 -4.8078 -0.682 0.407 1.113
O 6.4450 -3.8231 -4.8617 -0.108 0.158 -0.117
O 4.7102 -2.3435 -6.1167 0.635 0.510 0.458
C 5.4706 -2.0483 -7.3159 -0.379 -0.556 0.016
O 6.2456 -1.2621 -4.4386 -0.556 -0.753 -0.088
C 6.9938 -1.2790 -3.2139 2.383 0.584 -0.359
H 3.6771 -0.9565 -4.1447 -0.517 -0.005 -0.077
H 3.4888 -1.3092 -2.4778 0.200 -0.507 0.203
H 2.4515 -2.1676 -3.6411 0.157 -0.341 -0.116
H 5.2606 -2.8967 -7.9663 0.271 0.253 -0.297
H 6.5402 -1.9676 -7.1260 -0.035 -0.084 0.085
H 5.1139 -1.1159 -7.7465 -0.128 -0.041 0.077
H 7.5346 -2.2055 -3.0010 -0.567 -0.391 -0.411
H 6.5511 -0.9563 -2.2735 -0.886 0.230 -0.499
H 7.8083 -0.6058 -3.5012 -0.051 0.250 0.717
C -3.4465 -6.3434 2.5206 0.754 0.297 -0.235
O -3.3567 -4.9246 2.7233 0.246 0.616 0.736
P -3.4358 -3.9418 1.5025 0.037 -0.076 -0.582
O -2.5212 -4.2282 0.3869 -0.445 -0.214 -0.120
O -5.0036 -4.0354 1.1475 0.325 0.120 -0.337
C -5.3839 -3.9300 -0.2375 -0.167 -0.466 0.277
O -3.1833 -2.5108 2.1194 -0.147 -0.534 0.543
C -3.6213 -1.3345 1.4420 -0.158 -0.041 -0.268
H -4.4711 -6.6537 2.6970 -0.039 -0.143 -0.279
H -2.7700 -6.8322 3.2192 -0.151 0.177 0.257
H -3.0347 -6.5603 1.5335 -0.504 -0.269 -0.133
H -6.3722 -4.3743 -0.3571 -0.098 0.238 0.307
H -4.7193 -4.5489 -0.8371 0.265 0.432 -0.192
H -5.4047 -2.8766 -0.5118 0.090 -0.119 -0.364
H -4.6820 -1.4228 1.2002 -0.073 0.163 0.260
H -3.0906 -1.1681 0.5012 0.260 -0.176 0.120
H -3.4310 -0.5054 2.1156 -0.127 0.043 0.003
C 3.9019 -6.5078 -4.0905 -0.612 0.441 -0.469
O 3.3969 -7.1492 -2.9130 0.447 -0.048 0.208
P 2.9636 -6.3136 -1.6559 -0.285 0.837 0.623
O 2.7744 -7.0869 -0.4278 -0.082 -0.162 -0.435
O 4.0245 -5.1301 -1.5346 -0.976 -0.413 -0.540
C 3.6495 -4.0394 -0.6841 1.684 0.596 0.347
O 1.6615 -5.4996 -2.1551 0.446 -0.483 -0.157
C 0.6718 -6.3136 -2.7722 -1.241 -0.781 -0.519
H 3.4523 -7.0194 -4.9410 0.498 -0.403 0.008
H 4.9866 -6.5039 -4.0626 0.001 -0.113 -0.222
H 3.5398 -5.4829 -4.2128 0.136 0.079 0.507
H 2.6000 -3.7577 -0.6469 -0.135 -0.511 -0.136
H 4.2215 -3.1869 -1.0556 -0.179 0.031 -0.086
H 4.0826 -4.2639 0.2922 -0.549 0.063 0.229
H -0.2947 -6.1992 -2.2816 0.147 0.255 0.246
H 0.8819 -7.3862 -2.7804 0.384 0.077 0.458
H 0.4997 -6.0842 -3.8229 0.383 0.579 0.078
C 0.2785 -3.7208 2.1644 0.427 1.152 0.152
O 0.7280 -3.7457 3.5402 -0.428 -0.054 0.323
P 0.8265 -2.4057 4.3785 0.914 -0.511 -0.277
O -0.0086 -1.3265 3.8516 -0.179 0.274 0.173
O 0.5563 -2.8727 5.8666 0.004 0.173 -0.265
C -0.8143 -3.1616 6.1834 -0.254 -0.129 0.160
O 2.3986 -2.0965 4.4436 -0.820 -0.205 0.087
C 2.8777 -0.9486 3.7522 1.102 0.045 -0.569
H 1.0466 -3.1931 1.5900 0.168 -0.644 -0.293
H -0.5838 -3.0682 2.0306 -0.315 -0.395 0.326
H 0.1002 -4.7484 1.8801 0.061 0.040 -0.238
H -1.1369 -2.5119 6.9959 0.139 0.052 0.007
H -0.8830 -4.1977 6.5085 0.042 -0.019 -0.054
H -1.4830 -2.9975 5.3375 0.068 -0.026 -0.058
H 2.9086 -0.1013 4.4373 -0.409 0.179 -0.319
H 2.3786 -0.7908 2.7936 -0.533 0.362 0.425
H 3.9104 -1.1239 3.4289 -0.032 -0.325 0.446
C 0.3021 -1.6464 -1.3423 0.228 -0.016 -0.166
C 1.2656 -0.7483 -0.5832 0.240 -0.323 0.592
O 0.5951 -0.3499 0.6400 -0.105 0.009 -0.122
C 0.4701 0.9314 0.9570 -0.685 0.565 0.031
C -0.4617 1.1338 2.1226 0.002 -0.167 0.200
O 0.9858 1.8531 0.3697 0.418 0.009 -0.221
H -0.7274 -1.3351 -1.1690 0.024 0.140 -0.005
H 0.3764 -2.6932 -1.0451 0.021 0.007 0.013
H 0.4916 -1.5541 -2.4099 -0.015 -0.102 -0.042
H 2.1447 -1.2685 -0.1920 0.041 -0.192 -0.423
H 1.6371 0.0933 -1.1642 -0.390 0.248 0.142
H -1.3175 1.7557 1.8523 0.152 0.104 -0.252
H 0.0902 1.6550 2.9065 -0.045 -0.024 0.059
H -0.8115 0.1831 2.5089 0.074 0.003 0.093
C -4.5463 -2.9623 -4.8387 0.975 -0.862 -0.238
C -3.2778 -3.4422 -4.1518 -0.031 -0.999 0.083
O -2.1911 -2.6478 -4.6255 -0.254 0.255 0.261
C -1.0311 -3.2525 -4.9128 -0.021 0.943 -0.232
C -0.0389 -2.2596 -5.4550 0.278 -0.226 -0.349
O -0.8341 -4.4284 -4.8006 0.026 -0.440 0.087
H -4.4550 -3.2766 -5.8814 -0.092 0.253 -0.085
H -4.5909 -1.8775 -4.8093 -0.565 -0.012 0.260
H -5.3786 -3.5426 -4.4413 -0.302 0.603 0.190
H -3.2988 -3.4626 -3.0601 -0.066 0.689 0.068
H -3.0858 -4.4960 -4.3784 0.005 0.154 -0.329
H -0.4455 -1.6757 -6.2828 -0.226 -0.308 -0.101
H 0.7847 -2.8777 -5.8082 0.260 0.384 0.008
H 0.2787 -1.4825 -4.7591 -0.010 -0.296 0.364